1.
# C5H15N3

2 unconnected molecules or ions with the total composition C5H15N3 (ωB97M-V/def2-TZVPD, the OMol25 dataset).

The calculation puts the frontier orbital gap (alpha / beta) at 7.33 / 7.81 eV.

Structure (XYZ):
```
23
Properties=species:S:1:pos:R:3:forces:R:3
C 0.08874 -0.97505 -1.17759 -0.813 0.109 -0.467
C 1.40719 -0.42081 1.49947 0.068 0.366 -0.180
C -0.85570 -2.07805 -0.84562 -0.064 0.071 0.073
N 1.15113 0.31099 0.26193 -0.247 0.224 0.179
H 2.00250 0.61045 -0.20780 -0.145 0.215 0.308
H -0.18104 -0.34349 -2.00996 -0.126 -0.067 -0.070
H 1.10741 -1.33282 -1.30038 0.041 0.118 0.370
H 0.46317 -0.75873 1.91967 0.023 -0.037 -0.028
H 2.03509 -1.29111 1.29040 -0.051 0.041 0.011
H 1.90111 0.19461 2.25782 0.046 -0.060 0.047
H -0.57557 -2.99655 -1.37678 -0.026 0.076 0.029
H -1.88174 -1.80559 -1.08529 0.010 -0.040 0.031
H -0.82150 -2.32989 0.22418 -0.014 0.017 -0.045
C 0.34725 2.35621 -0.81508 -0.043 -0.003 0.108
N -1.87310 0.14062 1.03619 0.186 -0.276 -0.002
C 0.01970 1.29463 0.23683 0.959 -0.154 0.048
N -1.18653 0.61670 -0.11174 0.126 -0.951 0.032
H -1.51633 -0.74170 1.42034 0.217 0.198 -0.138
H -2.83338 -0.08171 0.80038 0.042 0.330 -0.296
H -0.05021 1.75642 1.23053 -0.137 -0.025 -0.072
H 1.26912 2.89588 -0.57756 -0.064 -0.060 0.012
H 0.45391 1.90568 -1.80441 -0.022 -0.050 0.050
H -0.47123 3.07329 -0.86553 0.036 -0.042 0.001
```
Positions in Å, forces in eV/Å.

---

2.
# C5H15N3

C5H15N3 in the gas phase (ωB97M-V/def2-TZVPD, the OMol25 dataset).

Its SMILES is C[C@@H](N(C)C)N(C)N. The calculation puts the frontier orbital gap at 9.20 eV.

Structure (XYZ):
```
23
Properties=species:S:1:pos:R:3:forces:R:3
C 0.53367 -0.25631 -0.41592 -0.252 -0.264 -0.312
C -1.49005 0.08633 -1.75252 0.056 -0.070 -0.150
C -1.53639 -1.58428 -0.02822 -0.151 -0.335 0.089
C 1.33230 -1.21670 0.48511 -0.289 -0.107 0.069
C 1.60159 1.79429 0.42233 -0.049 0.069 -0.289
N 0.33729 1.10123 0.16025 0.104 0.321 0.742
N -0.69546 -0.86190 -0.97327 0.287 0.323 0.469
N -0.48857 1.11071 1.35299 -0.061 -0.356 -0.589
H 1.16837 -0.11084 -1.30203 -0.107 0.421 0.187
H -0.01607 0.70615 2.16056 0.263 0.070 -0.073
H -0.75280 2.06599 1.60393 0.248 -0.344 -0.466
H -2.23982 -0.44872 -2.34654 0.138 -0.119 0.173
H -2.02241 0.80981 -1.12429 0.075 0.071 0.014
H -0.86682 0.63634 -2.46647 0.054 -0.079 0.252
H -0.99480 -2.41326 0.43855 0.068 0.200 -0.057
H -1.95329 -0.95066 0.75874 -0.011 0.078 0.063
H -2.37813 -2.05151 -0.55395 0.186 0.177 -0.119
H 1.44822 -2.19338 0.00113 -0.149 0.196 0.038
H 0.85249 -1.37479 1.45646 0.030 -0.009 -0.113
H 2.34330 -0.83799 0.66930 -0.219 0.094 -0.077
H 2.29706 1.68915 -0.41796 -0.186 -0.101 0.042
H 2.10122 1.43220 1.32843 0.051 -0.059 0.063
H 1.41910 2.86814 0.54339 -0.087 -0.179 0.044
```
Positions in Å, forces in eV/Å.

---

3.
# C5H15N3O

C5H15N3O in the gas phase in a non-equilibrium geometry (ωB97M-V/def2-TZVPD, the OMol25 dataset).

Its SMILES is CN[C@@H](O)[C@H](C)C(N)N. The calculation puts the frontier orbital gap at 9.58 eV.

Structure (XYZ):
```
24
Properties=species:S:1:pos:R:3:forces:R:3
C 0.12581 -0.41435 -0.70014 -0.411 0.523 -0.623
C 0.03411 -0.37749 1.85509 -0.230 0.712 -0.016
C -0.17115 0.44635 0.53972 0.200 -0.456 0.013
C -1.46115 0.08094 -2.54050 -0.156 0.037 0.117
C 0.67002 1.72187 0.56577 -0.177 -0.236 -0.057
N -0.11831 0.21629 -2.00883 -0.557 0.152 0.315
N -0.80777 -1.55473 1.93953 -0.215 -0.821 -0.293
N 1.40662 -0.75135 2.12338 -0.031 -0.233 0.023
O 1.49020 -0.72578 -0.79342 0.689 -0.116 -2.221
H 1.54809 -0.63927 -1.82725 0.420 -0.490 2.579
H 0.15881 1.19395 -1.99016 -0.029 -0.126 0.109
H -0.48785 -1.33451 -0.67559 0.137 0.264 -0.001
H -0.28353 0.27923 2.67859 0.181 0.097 -0.148
H -1.23446 0.71301 0.49281 -0.011 -0.027 0.012
H -1.57224 -1.57764 1.27437 -0.037 0.386 0.066
H 1.96052 0.06014 2.36729 -0.024 -0.086 -0.023
H -0.28641 -2.40355 1.75236 0.232 0.105 0.217
H 1.81297 -1.17460 1.29434 0.102 0.128 0.053
H -1.69134 -0.98282 -2.64285 -0.051 0.123 -0.077
H -1.49669 0.55093 -3.52165 -0.081 -0.076 -0.052
H -2.23343 0.54545 -1.91150 -0.010 -0.060 -0.050
H 0.36259 2.41685 -0.21579 0.023 0.086 0.008
H 0.55307 2.22845 1.52268 -0.013 0.076 0.048
H 1.72151 1.48263 0.42174 0.048 0.037 0.000
```
Positions in Å, forces in eV/Å.

---

4.
# C5H15N3O

C5H15N3O in the gas phase (ωB97M-V/def2-TZVPD, the OMol25 dataset).

Its SMILES is CNC(N)(N)OC(C)C. The calculation puts the frontier orbital gap at 9.74 eV.

Structure (XYZ):
```
24
Properties=species:S:1:pos:R:3:forces:R:3
C -1.50819 0.24353 0.25006 -0.204 0.278 -0.019
C 2.76772 0.68430 -0.25063 0.029 0.002 -0.040
C -1.57955 1.51493 -0.59734 0.169 -0.245 0.240
C -2.87471 -0.43382 0.33588 0.491 0.074 0.070
N 1.33964 0.52965 -0.45595 -0.232 0.111 0.015
H 1.11200 0.59639 -1.44348 -0.074 -0.039 0.157
H -1.17994 0.51401 1.26483 -0.060 -0.078 -0.151
H 3.38069 -0.00191 -0.85192 0.021 0.013 0.052
H 3.03875 1.70696 -0.51048 0.129 -0.021 0.027
H 2.98054 0.51162 0.80185 0.140 0.074 -0.055
H -0.61819 2.02045 -0.59686 -0.024 0.070 -0.015
H -3.20807 -0.70596 -0.66153 -0.086 -0.025 -0.133
H -2.33472 2.18343 -0.19168 -0.109 0.107 0.009
H -1.84615 1.25875 -1.61976 -0.080 -0.028 -0.141
H -3.59936 0.23895 0.78627 -0.110 0.061 0.024
H -2.80599 -1.33911 0.93301 -0.032 -0.084 0.065
C 0.74823 -0.69354 0.07009 0.194 0.001 -0.068
N 1.01753 -0.72995 1.47807 -0.123 0.027 0.105
N 1.24898 -1.93743 -0.46965 -0.029 -0.190 0.066
O -0.61509 -0.71558 -0.30439 -0.119 -0.067 -0.146
H 2.24873 -2.00087 -0.33177 0.000 0.008 -0.060
H 0.57488 -1.54428 1.88348 0.028 0.001 0.000
H 0.69040 0.11195 1.93440 0.064 -0.045 0.003
H 1.02186 -2.01246 -1.45252 0.018 -0.004 -0.005
```
Positions in Å, forces in eV/Å.

---

5.
# C5H15N3O

2 unconnected molecules or ions with the total composition C5H15N3O in a non-equilibrium geometry (ωB97M-V/def2-TZVPD, the OMol25 dataset).

The calculation puts the frontier orbital gap at 7.07 eV.

Structure (XYZ):
```
24
Properties=species:S:1:pos:R:3:forces:R:3
C 3.46751 -0.00070 0.47449 0.188 0.353 -0.379
C 1.37336 1.95262 1.06046 -0.328 -0.046 -0.556
N 2.08000 -0.18828 0.10198 -2.293 0.210 -0.285
C 1.05502 0.50640 0.74605 2.144 -1.190 3.382
O 1.87694 -1.56540 -0.12258 0.120 0.153 0.334
N 0.15996 -0.18102 1.46455 1.481 -0.400 -1.977
H 0.98479 -1.80174 0.20356 0.134 0.433 0.134
H -0.34711 0.37500 2.14014 -0.274 0.408 -0.672
H 4.07769 -0.51337 -0.26708 -0.052 -0.108 0.107
H 3.73256 1.05158 0.41299 -0.085 0.023 0.119
H 3.67522 -0.39861 1.47578 -0.099 0.039 -0.120
H 2.15386 2.03446 1.81853 0.047 -0.240 -0.045
H 1.70343 2.47415 0.16175 -0.012 0.057 0.081
H 0.49114 2.44724 1.46189 -0.084 -0.085 -0.194
C -3.83579 -0.69228 -1.19665 0.299 0.049 -0.378
C -0.90228 -0.32072 -0.01606 -1.177 0.915 -0.017
N -2.59840 -0.44150 -1.91847 -0.347 -1.069 -0.066
H -2.46721 -1.06001 -2.71730 0.054 0.879 0.206
H -4.71821 -0.61841 -1.84051 -0.196 0.209 0.194
H -3.90206 0.00229 -0.35939 -0.111 0.007 -0.077
H -3.83777 -1.70539 -0.78239 0.097 0.034 0.033
H -2.25514 0.50636 -1.94259 -0.105 -0.343 -0.267
H -1.60402 -1.01882 0.45414 0.132 -0.038 -0.077
H -0.36350 -0.84386 -0.81330 0.466 -0.249 0.522
```
Positions in Å, forces in eV/Å.

---

6.
# C5H15N3OReSbSe4

A molecular structure, C5H15N3OReSbSe4 in a non-equilibrium geometry (ωB97M-V/def2-TZVPD, the OMol25 dataset).

As for the spin multiplicity: 4. Its total charge is +1. The calculation puts the frontier orbital gap (alpha / beta) at 5.62 / 5.10 eV.

Structure (XYZ):
```
30
Properties=species:S:1:pos:R:3:forces:R:3
Re -0.50916 0.00336 0.16358 -0.737 -1.635 0.580
N 0.31118 -1.04736 1.75164 0.127 -1.831 0.907
C 0.82593 -2.47087 1.38681 -1.882 0.311 0.558
C -0.47848 -3.23845 0.89556 0.021 1.503 -0.360
C -0.99019 -2.60660 -0.44357 -2.815 -1.447 1.768
N -1.93496 -1.47431 -0.17525 -0.998 -0.369 -0.270
H 1.06305 -0.54096 2.25127 -0.691 -0.292 -0.223
H -0.46520 -1.22153 2.43409 1.036 0.414 -0.391
H 1.28429 -2.86097 2.32271 -0.146 -0.130 -0.977
H 1.52202 -2.36320 0.53969 -0.014 -0.183 0.568
H -1.33231 -3.17390 1.64119 1.178 -0.277 -0.591
H -0.33561 -4.26636 0.58926 0.514 -0.318 0.703
H -1.55220 -3.40650 -0.96505 0.537 0.492 -0.182
H -0.20171 -2.23740 -1.02677 1.241 0.409 -1.229
H -2.69186 -1.71427 0.49073 0.646 -0.049 -0.392
H -2.42278 -1.12413 -1.03005 0.292 -0.664 0.739
C 1.78371 2.65327 0.08600 0.518 1.322 -0.299
C 1.84667 1.47569 -0.76739 -3.595 -1.014 0.168
N 2.91834 1.07492 -1.35191 2.382 2.106 0.314
O 0.71895 0.75238 -0.96234 5.744 2.679 -2.150
H 2.55809 3.33324 -0.31239 -0.308 -0.003 0.527
H 1.97439 2.45732 1.14500 -0.108 -0.127 -0.131
H 0.81552 3.15346 -0.09682 0.403 -0.298 0.251
H 3.77207 1.69271 -1.36818 -1.398 -0.977 0.203
H 2.84042 0.45562 -2.09569 -0.127 -1.586 -1.442
Se -4.26767 2.56911 -2.30177 1.210 -0.089 1.158
Sb -2.24983 3.25086 -0.98546 -0.379 0.347 -3.252
Se -1.84143 1.52575 1.04774 -1.839 2.144 1.532
Se -2.69656 5.55271 -0.28961 0.154 0.159 0.480
Se -0.26468 3.79642 -2.57302 -0.964 -0.595 1.431
```
Positions in Å, forces in eV/Å.

---

7.
# C5H15N3P

A gas-phase ion, C5H15N3P (charge +1) in a non-equilibrium geometry (ωB97M-V/def2-TZVPD, the OMol25 dataset).

Its total charge is +1. Its SMILES is CCP(CC)[NH+]=C(N)N. The calculation puts the frontier orbital gap at 9.32 eV.

Structure (XYZ):
```
24
Properties=species:S:1:pos:R:3:forces:R:3
C 0.45733 0.06366 -2.22363 -1.746 -0.102 0.617
C 1.40682 -1.57201 1.05658 0.031 -0.446 0.998
C -1.79003 1.51606 2.36066 0.928 -1.453 1.168
C -0.08811 -1.32522 0.94398 -1.531 2.110 0.523
C -0.79642 1.52720 1.20321 1.110 2.197 0.273
N 1.61229 -0.08516 -2.81626 -0.834 -2.384 -3.277
N -0.64143 -0.60740 -2.70948 6.070 -0.469 -1.567
N 0.36058 0.74303 -1.09600 -0.979 1.007 0.873
P -1.01196 0.28974 -0.11153 0.968 -2.495 2.643
H 1.83734 -2.14346 0.23286 0.000 0.629 -0.381
H 1.99949 -0.72832 1.38583 0.261 0.319 -0.361
H 1.52913 -2.30216 1.88390 -0.194 0.360 -0.198
H -1.61217 0.51395 2.88059 -0.826 1.496 -0.235
H -1.81290 2.35675 3.10649 0.936 -0.757 -0.831
H -2.74333 1.58657 1.93123 -1.708 -0.495 -0.406
H -0.55351 -1.07876 1.99595 0.740 -0.988 -2.083
H -0.44113 -2.22249 0.46621 -1.034 -0.234 0.269
H 0.24511 1.57885 1.63680 -0.778 -0.191 -0.758
H -0.98915 2.46444 0.63662 0.422 -0.110 0.304
H 1.56745 -0.80639 -3.63824 1.207 2.287 2.069
H 2.42349 0.29323 -2.38607 0.836 -0.149 -0.110
H -0.32245 -1.14750 -3.52364 -1.529 0.111 0.521
H -1.54875 -0.44772 -2.46596 -2.737 0.522 0.705
H 0.91229 1.53313 -0.75009 0.386 -0.765 -0.757
```
Positions in Å, forces in eV/Å.

---

8.
# C5H15N4O

2 unconnected molecules or ions with the total composition C5H15N4O in a non-equilibrium geometry (ωB97M-V/def2-TZVPD, the OMol25 dataset).

Its total charge is +1. The calculation puts the frontier orbital gap at 10.76 eV.

Structure (XYZ):
```
25
Properties=species:S:1:pos:R:3:forces:R:3
C -1.98066 0.11550 3.15148 0.915 1.562 1.278
C -0.92152 -0.09514 2.09358 -0.352 -2.284 3.542
O -1.05787 0.56233 1.12215 0.575 1.667 -3.663
N 0.05595 -1.07100 2.24047 0.082 -0.260 4.957
H -2.16398 1.19499 3.28093 0.639 -0.092 -0.203
H -1.82632 -0.22931 4.17731 -0.044 -0.641 -0.472
H 0.33341 -1.64644 1.52954 0.712 -0.957 -2.733
H 0.29652 -1.63595 3.17043 -1.490 2.245 -2.435
H -2.91324 -0.12036 2.70813 -0.912 -1.128 -0.247
C -0.28572 0.13907 -2.21725 -2.884 -1.673 0.641
C -1.56177 1.04829 -2.10801 -1.697 -1.771 -0.228
C 1.88714 -0.08811 -1.06304 0.779 1.192 2.123
N 0.60974 0.34591 -1.06475 0.481 -0.278 -0.956
N 2.40629 -1.19286 -1.68455 -8.230 1.487 0.051
N 2.70462 0.60728 -0.23617 -0.333 -0.641 -0.683
H -0.76246 -0.88097 -2.08855 0.956 0.584 -0.583
H 0.11636 0.22778 -3.25275 0.459 0.053 1.223
H -1.47213 1.77808 -1.34494 0.346 1.328 0.085
H -2.60342 0.59385 -1.84889 2.178 -0.327 0.105
H 0.11811 0.66641 -0.14564 0.900 -0.566 -1.362
H 1.54751 -1.79336 -1.91693 2.601 0.540 -0.091
H 3.30278 -1.48009 -1.73915 3.337 -0.875 -0.164
H 2.50512 1.46196 0.24375 -0.693 0.290 -0.296
H 3.50657 0.15622 0.09926 1.242 -0.650 0.383
H -1.84106 1.33591 -3.10642 0.434 1.197 -0.271
```
Positions in Å, forces in eV/Å.

---

Energy relative to the best compared isomer or geometry (same formula, charge and spin) per entry: 5.436; 2.104; 1.023; 0.434; 7.603; 3.322; 1.039; 1.953 eV
Energy per entry: -9893.715; -9897.048; -11945.726; -11946.315; -11939.146; -281989.223; -19180.486; -13429.755 eV